Run a
{
  "formula": "C4H14O3",
  "method": "ωB97M-V/def2-TZVPD",
  "homo_lumo_gap_ev": [9.00, 4.69],
  "multiplicity": 2,
  "homo_ev": [-14.0, -14.0],
  "charge": 1,
  "lumo_ev": [-5.01, -9.32],
  "species": ["C", "C", "C", "C", "H", "H", "H", "H", "H", "H", "H", "H", "H", "H", "O", "H", "H", "O", "H", "H", "O"],
  "xyz": [[-1.438, 1.654, -0.936], [-1.035, 0.418, -1.613], [-1.174, -0.731, -0.992], [-0.620, -1.971, -1.684], [-1.956, 2.458, -1.521], [-2.153, 1.530, -0.040], [-0.665, 2.239, -0.519], [-0.838, 0.425, -2.669], [-1.430, -0.967, 0.069], [-1.056, -2.891, -1.115], [-0.929, -2.009, -2.716], [0.484, -1.908, -1.667], [-0.570, 0.414, 1.180], [0.548, -0.546, 1.297], [-0.061, 0.021, 1.897], [1.853, 1.993, 3.486], [1.166, 1.242, 2.381], [1.988, 1.567, 2.658], [2.792, -0.544, 0.210], [2.581, -1.028, 1.566], [2.512, -1.366, 0.727]]
}


Run b
{
  "formula": "C4H14O3",
  "method": "ωB97M-V/def2-TZVPD",
  "homo_lumo_gap_ev": [7.23, 3.39],
  "multiplicity": 2,
  "homo_ev": [-13.2, -13.2],
  "charge": 1,
  "lumo_ev": [-5.94, -9.77],
  "species": ["C", "C", "C", "C", "H", "H", "H", "H", "H", "H", "H", "H", "H", "H", "O", "H", "H", "O", "H", "H", "O"],
  "xyz": [[-2.220, -1.004, 1.575], [-1.707, 0.444, 1.256], [-0.923, 0.777, 0.011], [-0.505, -0.234, -0.810], [-2.939, -1.419, 0.790], [-2.781, -1.082, 2.510], [-1.517, -1.795, 1.600], [-2.548, 1.243, 1.321], [-1.039, 0.641, 2.201], [-0.239, 1.689, -0.137], [0.249, -0.182, -1.571], [-0.590, -1.313, -0.529], [1.308, -2.049, -1.804], [2.314, -1.444, -1.267], [2.185, -1.921, -2.089], [-0.737, 6.337, 1.565], [0.780, 6.609, 1.796], [0.046, 6.935, 1.289], [3.302, -4.808, -2.542], [3.549, -3.325, -2.662], [4.012, -4.100, -2.507]]
}


Most stable = run a


Run a
{
  "formula": "C2H3FO",
  "method": "ωB97M-V/def2-TZVPD",
  "homo_lumo_gap_ev": 10.01,
  "homo_ev": -9.5,
  "charge": 0,
  "lumo_ev": 0.49,
  "species": ["C", "C", "O", "F", "H", "H", "H"],
  "xyz": [[1.085, -0.407, 0.204], [-0.720, 0.425, -0.022], [1.883, -0.050, -0.610], [-1.609, -0.610, -0.494], [1.035, -1.293, 0.915], [-1.242, 0.897, 0.865], [-0.432, 1.039, -0.858]]
}


Run b
{
  "formula": "C2H3FO",
  "method": "ωB97M-V/def2-TZVPD",
  "homo_lumo_gap_ev": 10.34,
  "smiles": "C=C=O.F",
  "homo_ev": -9.7,
  "charge": 0,
  "lumo_ev": 0.63,
  "species": ["C", "C", "O", "H", "H", "F", "H"],
  "xyz": [[1.677, -0.065, -0.293], [0.538, 0.162, 0.332], [-0.475, 0.269, 0.909], [2.442, 0.628, -0.684], [1.728, -1.141, -0.484], [-3.203, -0.091, -0.288], [-2.707, 0.238, 0.509]]
}


Most stable = run b


Run a
{
  "formula": "C2HClN2O2",
  "method": "ωB97M-V/def2-TZVPD",
  "homo_lumo_gap_ev": [6.73, 6.72],
  "homo_ev": [-10.9, -10.8],
  "charge": 0,
  "lumo_ev": [-4.13, -4.13],
  "species": ["C", "C", "N", "N", "O", "O", "Cl", "H"],
  "xyz": [[-1.782, 0.564, -0.264], [0.682, -0.392, -0.529], [-2.907, 0.767, -0.478], [0.792, -0.063, 0.849], [0.354, -0.976, 1.566], [1.303, 0.965, 1.175], [1.580, 0.408, -1.705], [-0.021, -1.274, -0.615]]
}


Run b
{
  "formula": "C2HClN2O2",
  "method": "ωB97M-V/def2-TZVPD",
  "homo_lumo_gap_ev": [8.29, 8.29],
  "homo_ev": [-11.6, -11.6],
  "charge": 0,
  "lumo_ev": [-3.31, -3.31],
  "species": ["C", "C", "N", "N", "O", "O", "Cl", "H"],
  "xyz": [[-1.347, 0.864, 0.924], [-0.024, -0.146, -0.646], [-2.087, 1.513, 1.462], [1.058, -0.820, -0.004], [0.873, -1.968, 0.290], [2.024, -0.204, 0.311], [0.433, 1.311, -1.356], [-0.930, -0.552, -0.983]]
}


Most stable = run b


Run a
{
  "formula": "CH3N2OP",
  "method": "ωB97M-V/def2-TZVPD",
  "homo_lumo_gap_ev": 7.68,
  "homo_ev": -8.7,
  "charge": 0,
  "lumo_ev": -1.00,
  "species": ["C", "N", "N", "O", "P", "H", "H", "H"],
  "xyz": [[-1.245, 0.105, 0.267], [-0.577, -0.900, -0.120], [-0.004, -1.854, -0.268], [2.164, 1.020, -0.089], [2.904, -0.118, 0.523], [-1.643, 0.603, -0.559], [-0.972, 0.377, 1.238], [3.805, -0.467, -0.467]]
}


Run b
{
  "formula": "CH3N2OP",
  "method": "ωB97M-V/def2-TZVPD",
  "homo_lumo_gap_ev": [6.18, 6.17],
  "homo_ev": [-7.6, -7.6],
  "charge": 0,
  "lumo_ev": [-1.40, -1.40],
  "species": ["C", "N", "N", "O", "P", "H", "H", "H"],
  "xyz": [[0.564, -0.386, -1.043], [-0.425, -0.638, -0.012], [0.876, -1.080, 0.173], [-2.431, -1.504, 1.556], [-1.969, -1.905, 0.249], [0.571, -0.783, -2.012], [0.757, 0.612, -1.099], [-0.699, 0.189, 0.569]]
}


Most stable = run a